Molecular formula: C3H6N4O
Method: DFT, ωB97M-V/def2-TZVPD

Atoms and positions in Å:
C -0.50 -0.65 0.72
N -1.50 0.11 -0.46
N -0.42 0.25 1.79
O -0.67 -1.84 0.88
H 0.15 1.07 1.64
H -2.03 0.93 -0.19
H -2.08 -0.59 -0.91
H -0.20 -0.22 2.66
C 1.96 -0.23 -0.58
N 0.70 -0.17 -0.52
C -0.23 0.55 -1.42
N -0.15 1.27 -2.37
H 2.51 -0.81 0.15
H 2.46 0.33 -1.37

The charge is 0.

***

Molecular formula: C22H45AlN2P3SSe
Method: DFT, ωB97M-V/def2-TZVPD

Atoms and positions in Å:
Al 1.80 -0.54 0.00
P 3.16 1.31 0.78
P -0.87 0.14 1.32
P -1.84 1.91 -3.49
H 1.48 -2.37 -2.19
C 1.33 -1.39 -2.71
C 1.88 -0.22 -1.91
H 2.94 -0.07 -2.18
C 4.63 0.84 1.75
C 2.28 2.43 1.93
C 3.86 2.59 -0.33
C -2.31 -1.03 1.22
C -0.37 -0.16 3.08
C -1.87 1.67 1.60
C -1.70 3.21 -4.77
C -0.87 2.39 -2.05
C -3.59 1.86 -3.01
H 1.83 -1.43 -3.70
H 1.40 0.73 -2.21
H 4.89 -0.20 1.53
H 4.44 0.94 2.83
H 5.47 1.49 1.46
H 1.86 1.89 2.79
H 1.45 2.94 1.42
H 2.98 3.19 2.29
H 4.30 2.13 -1.22
H 4.66 3.11 0.24
H 3.08 3.31 -0.62
H -3.21 -0.63 1.69
H -2.06 -2.00 1.69
H -2.51 -1.20 0.15
H -0.25 0.80 3.61
H 0.60 -0.67 3.07
H -1.09 -0.80 3.62
H -2.69 1.52 2.31
H -2.30 2.02 0.65
H -1.22 2.47 1.98
H -2.66 3.74 -4.75
H -1.54 2.79 -5.77
H -0.88 3.90 -4.51
H -1.08 3.44 -1.80
H 0.21 2.31 -2.26
H -1.09 1.75 -1.19
H -4.14 2.61 -3.60
H -3.68 2.08 -1.93
H -3.96 0.85 -3.23
C -0.94 -3.10 -3.35
C -2.32 -3.45 -3.35
C -2.69 -4.79 -3.28
C -1.73 -5.81 -3.25
C -0.37 -5.46 -3.30
C 0.03 -4.13 -3.38
S -0.51 -1.40 -3.46
H -1.32 0.59 -3.75
H -3.06 -2.66 -3.41
H -3.75 -5.04 -3.25
H -2.00 -6.87 -3.23
H 0.42 -6.21 -3.31
H 1.08 -3.88 -3.52
C 2.72 -2.73 3.48
N 1.50 -3.35 2.98
C 0.43 -3.78 3.74
C -0.52 -4.23 2.89
N -0.02 -4.07 1.60
C -0.73 -4.37 0.36
C 1.22 -3.51 1.66
Se 2.34 -2.95 0.26
H 2.54 -1.69 3.78
H 3.48 -2.75 2.70
H 3.07 -3.30 4.35
H 0.45 -3.74 4.82
H -1.48 -4.67 3.09
H -0.02 -4.31 -0.47
H -1.14 -5.39 0.43
H -1.55 -3.66 0.19

The charge is +3.

***

Molecular formula: C3H7NO
Method: DFT, ωB97M-V/def2-TZVPD

Atoms and positions in Å:
C -1.20 0.06 -0.33
N -0.17 -0.08 0.68
C 1.36 -2.01 -0.80
O 0.53 -2.52 -1.39
C 0.89 0.90 0.55
H -0.76 -0.12 -1.32
H -1.68 1.06 -0.36
H -1.98 -0.69 -0.17
H -0.58 -0.03 1.61
H 0.55 1.95 0.52
H 1.44 0.71 -0.38
H 1.61 0.79 1.37

The charge is 0.

***

Calculated total energy across the listed records, respectively: -11212.766; -137146.130; -6761.332 eV.
Orbital gap across the listed records, respectively: 0.2908; 0.2284; 0.3725 Ha.